1.
{"formula": "C21H29CrIN5O2P2SSe4", "method": "the ωB97M-V functional and the def2-TZVPD basis", "symbols": ["Cr", "C", "P", "C", "C", "C", "P", "C", "C", "H", "H", "H", "H", "H", "H", "H", "H", "H", "H", "H", "H", "H", "H", "H", "H", "Se", "Se", "Se", "Se", "N", "C", "C", "C", "C", "C", "C", "S", "O", "O", "N", "C", "N", "C", "C", "C", "N", "H", "H", "H", "H", "H", "H", "H", "H", "H", "I", "C", "C", "C", "C", "N", "C", "H", "H", "H", "H"], "xyz": [[0.26880, 0.26044, -1.04137], [-1.79744, 3.15604, 0.19471], [-0.76405, 2.38521, -1.10972], [-1.68970, 3.01081, -2.57628], [0.68112, 3.55871, -0.92427], [1.45880, 3.14662, 0.32927], [1.88905, 1.34710, 0.23700], [2.27645, 0.98490, 1.98372], [3.58416, 1.41882, -0.46117], [-1.40739, 2.96202, 1.19050], [-2.80550, 2.75314, 0.15630], [-1.81986, 4.22922, -0.00805], [-1.25860, 3.94906, -2.92846], [-2.72763, 3.16074, -2.28114], [-1.68545, 2.27321, -3.38065], [0.31937, 4.58791, -0.84774], [1.33122, 3.48938, -1.79912], [0.84452, 3.27724, 1.22481], [2.37239, 3.73706, 0.44664], [2.95013, 1.74562, 2.38214], [2.75336, 0.00416, 2.04991], [1.35343, 0.95948, 2.55850], [4.21540, 2.05181, 0.16545], [3.55771, 1.81386, -1.47761], [3.99901, 0.41051, -0.49053], [-1.18523, -0.79242, -2.53494], [-2.25902, -1.96875, -4.14425], [-4.88272, 0.03194, -1.99615], [-2.83754, 0.12865, -1.13892], [-4.25647, -4.84671, 4.35364], [-3.55438, -3.79618, 3.78101], [-3.99010, -3.22236, 2.58481], [-3.34082, -2.12195, 2.05483], [-2.24466, -1.60368, 2.72110], [-1.79394, -2.15507, 3.90845], [-2.44479, -3.25074, 4.43728], [-1.48891, -0.12863, 2.11438], [-0.61696, 0.41730, 3.13082], [-2.57205, 0.73257, 1.72037], [-0.60924, -0.47097, 0.76097], [0.20999, -1.53970, 0.78175], [0.25160, -2.40951, 1.78970], [1.04701, -3.46320, 1.65310], [1.81258, -3.65832, 0.51922], [1.74639, -2.68903, -0.46243], [0.97098, -1.61348, -0.35725], [-4.85651, -5.37050, 3.74048], [-3.75956, -5.40100, 5.02870], [-4.85187, -3.63398, 2.07377], [-3.69151, -1.66364, 1.13764], [-0.93494, -1.70922, 4.38964], [-2.10444, -3.69022, 5.36776], [1.04525, -4.16257, 2.48173], [2.44603, -4.52446, 0.39741], [2.32586, -2.78412, -1.37213], [2.37251, 3.83673, -5.44619], [2.46649, 2.03128, -4.34760], [3.57427, 1.17927, -4.49220], [3.45737, -0.06077, -3.82080], [2.40179, -0.30277, -2.99486], [1.39718, 0.61101, -2.72737], [1.41369, 1.72583, -3.53926], [4.40992, 1.41208, -5.13275], [4.20343, -0.83260, -3.96584], [2.28844, -1.26708, -2.52241], [0.53561, 2.35389, -3.52604]], "forces_ev_per_a": [[1.6465, 0.4345, 0.8006], [0.0105, -0.1664, 0.0349], [0.1491, 1.0913, -0.0150], [0.0983, -0.1930, -0.0194], [-0.0739, -0.0792, -0.0205], [0.0611, -0.0862, -0.0666], [0.5537, 0.8174, 0.1955], [-0.1023, -0.1494, -0.1469], [-0.1986, -0.0038, -0.0025], [-0.0011, 0.0305, 0.0294], [-0.0215, -0.0351, 0.0270], [-0.0082, -0.0089, 0.0505], [-0.0485, 0.0197, -0.0160], [0.0133, 0.0754, -0.0340], [0.0656, 0.0340, 0.0172], [0.0217, -0.0107, -0.0259], [-0.0550, 0.0277, -0.0053], [0.0494, 0.0426, 0.0040], [-0.0605, 0.0269, 0.0713], [0.0364, -0.0266, -0.0173], [0.0118, 0.0203, 0.0355], [0.0170, -0.0166, 0.0706], [0.0048, 0.0003, 0.0050], [0.0207, -0.0604, -0.0197], [0.0179, 0.0195, -0.0816], [-2.0297, -0.5974, -1.2019], [0.0642, -0.3261, -0.2453], [0.0577, -0.1326, -0.1455], [-1.2257, -0.0504, -0.2130], [-0.0909, 0.0147, 0.0740], [0.0278, 0.1632, -0.0508], [0.0061, -0.0806, 0.0110], [-0.0079, -0.0309, 0.0253], [0.1309, 0.2879, -0.0122], [-0.0994, -0.0518, -0.0309], [-0.0154, -0.0059, -0.0041], [-0.0089, 0.7379, -0.2088], [0.0910, -0.4785, 0.1543], [0.0523, -0.0940, -0.0995], [-0.2368, -0.2956, 0.7500], [0.0123, -0.1361, -0.1097], [0.3979, -0.2721, 0.1223], [-0.2312, 0.3892, -0.1986], [0.2047, -0.4028, 0.1223], [-0.2561, 0.4906, -0.2727], [0.2060, -0.7136, 0.7282], [0.0519, -0.0655, -0.0037], [0.0007, -0.0695, -0.0479], [-0.0202, -0.0110, 0.0022], [0.0194, -0.0026, 0.0085], [0.0054, -0.0649, 0.0467], [-0.0146, 0.0038, 0.0258], [0.0886, -0.0596, 0.0023], [-0.0093, 0.0042, 0.0004], [0.0417, 0.0051, 0.0303], [0.0030, -0.2603, 0.1117], [-0.2029, 0.2199, -0.0282], [0.3097, 0.1133, -0.1280], [-0.1584, -0.1228, 0.1001], [0.1223, -0.0754, -0.0595], [0.5269, -0.0403, -0.1116], [-0.0494, 0.1398, -0.0117], [0.0007, 0.0525, 0.0242], [-0.0392, -0.0435, -0.0176], [0.0401, 0.0581, 0.0040], [0.0264, -0.0001, -0.0133]], "lowdin_charge": [-0.140, -0.260, 0.756, -0.260, -0.383, -0.377, 0.856, -0.235, -0.232, 0.035, 0.023, 0.052, 0.049, 0.038, 0.035, 0.080, 0.060, 0.075, 0.083, 0.048, 0.049, 0.008, 0.043, 0.038, 0.045, -0.012, -0.127, 0.027, 0.024, 0.090, -0.325, -0.022, -0.039, -0.308, -0.074, -0.034, 0.611, -0.320, -0.374, -0.199, -0.491, 0.143, -0.111, -0.060, -0.101, 0.014, 0.085, 0.082, 0.112, 0.091, 0.110, 0.105, 0.110, 0.095, 0.107, 0.756, -0.738, -0.206, -0.120, -0.193, -0.176, -0.287, 0.065, 0.093, 0.063, 0.049], "lumo_ev": [2.29, 1.38], "charge": -1, "multiplicity": 5}

2.
{"formula": "CH5NO2S", "method": "the ωB97M-V functional and the def2-TZVPD basis", "symbols": ["C", "N", "O", "O", "S", "H", "H", "H", "H", "H"], "xyz": [[-0.62917, 1.23618, 0.26082], [-0.16608, -1.82057, 0.19737], [1.00042, 0.02814, -1.48969], [1.75959, 0.19968, 0.88616], [0.70000, 0.00973, -0.10481], [-0.09014, 2.15007, -0.00354], [-1.27174, 0.94389, -0.51854], [-1.00617, 1.38631, 1.20947], [0.70449, -2.25332, -0.12308], [-1.00121, -1.88011, -0.31416]], "forces_ev_per_a": [[2.8765, -0.4305, -2.3936], [3.6356, 3.9396, 1.9492], [0.0524, 0.3705, -1.0125], [-1.4229, -0.7144, -1.3719], [-0.9899, -1.8263, 3.8206], [-0.1754, 0.0127, -0.2785], [-1.5209, 0.2181, -0.6754], [-0.6861, -0.6452, 2.0523], [-1.0343, -0.6768, -0.4642], [-0.7350, -0.2477, -1.6260]], "lowdin_charge": [-0.105, -0.042, -0.329, -0.344, 0.671, 0.072, 0.036, 0.042, 0.014, -0.015], "lumo_ev": 0.43, "smiles": "CS(N)(=O)=O"}

It is found that the energy relative to the best compared isomer or geometry (same formula, charge and spin) values, taken in the order of the records, are 32.4; 61.2 kcal per mole.